Entry from the OMol25 dataset: an isolated molecule of C23H23FN2O5 (the ωB97M-V functional and the def2-TZVPD basis).

Output
- energy relative to the best compared isomer or geometry (same formula, charge and spin) (eV) = 0.0000
- gap between HOMO and LUMO (eV) = 9.11
- SMILES string = CCN1C(=O)[C@@H]2[C@@H](c3ccccc3F)N[C@](Cc3ccc(O)cc3)(C(=O)OC)[C@@H]2C1=O

```
! wB97M-V def2-TZVPD RIJCOSX def2/J DEFGRID3
* xyz 0 1
C 4.6506 0.9280 -1.7882
H 5.5782 1.3972 -2.1032
C 4.8812 0.1296 -0.5109
N 3.6268 -0.3903 -0.0012
C 2.9216 0.2199 1.0078
O 3.3248 1.1474 1.6631
C 1.5764 -0.4713 1.1166
C 1.7027 -1.7088 0.2357
C 2.9911 -1.4867 -0.5410
O 3.4049 -2.1343 -1.4649
H 1.7877 -2.6416 0.7866
C 0.5024 -1.6642 -0.7387
N 0.1939 -0.2458 -0.8582
H 0.7642 0.2031 -1.5702
C 0.4456 0.3825 0.4223
C 1.0190 1.7816 0.1907
O 1.5995 2.0793 -0.8267
O 0.8598 2.5788 1.2292
C 1.5173 3.8399 1.1742
H 2.5757 3.6981 1.4001
H 1.4114 4.2806 0.1814
H 1.0460 4.4638 1.9290
C -0.8065 0.3976 1.3096
C -2.0537 0.9051 0.6360
C -2.0346 1.8136 -0.4108
C -3.2106 2.2543 -0.9921
C -4.4365 1.7952 -0.5301
C -4.4679 0.8879 0.5242
C -3.2888 0.4529 1.0915
H -3.3267 -0.2573 1.9045
H -5.4233 0.5357 0.8788
O -5.6170 2.1974 -1.0749
H -5.4503 2.8228 -1.7903
H -3.1751 2.9592 -1.8126
H -1.0983 2.1802 -0.7993
H -0.9979 -0.6211 1.6538
H -0.5918 1.0154 2.1859
C -0.7499 -2.4124 -0.3194
C -0.7903 -3.5846 0.4240
C -1.9771 -4.2208 0.7456
C -3.1754 -3.6941 0.3042
C -3.1679 -2.5442 -0.4671
C -1.9730 -1.9242 -0.7756
H -1.9648 -1.0266 -1.3716
H -4.0936 -2.1257 -0.8298
H -4.1035 -4.1843 0.5538
H -1.9378 -5.1244 1.3336
F 0.3472 -4.1719 0.8737
H 0.8073 -2.0649 -1.7134
H 1.3284 -0.6590 2.1602
H 5.3010 0.7618 0.2747
H 5.5436 -0.7182 -0.7016
H 4.3029 0.2697 -2.5807
H 3.9013 1.6981 -1.6183
*
```


Entry from the OMol25 dataset: C33H47BN4O2P2Zr as an isolated structure (the ωB97M-V functional and the def2-TZVPD basis).

Output
- gap between HOMO and LUMO (spin up / spin down) (eV) = 4.90 / 4.88

```
! wB97M-V def2-TZVPD RIJCOSX def2/J DEFGRID3
* xyz 2 1
Zr 1.7748 -4.2366 -2.1557
C 0.1135 -1.8493 1.4109
C 0.7133 -2.7812 0.6582
C -0.0355 -3.9060 -0.0082
C -0.3484 -3.7602 -1.5005
C -1.2750 -2.4694 -1.7722
C -1.9832 -1.7126 -0.9068
C -2.3420 -2.1071 0.4967
C -1.3341 -1.7833 1.6699
C 0.6496 0.6164 -1.3652
H 0.7202 -1.0616 1.8360
H 1.8277 -2.8610 0.5795
H -0.9881 -4.1549 0.4862
H 0.6094 -4.7755 0.1791
H 0.7447 -4.0188 -3.6927
H -1.0606 -4.5772 -1.7936
H -1.2909 -2.3206 -2.8586
H -2.3731 -0.7304 -1.2239
H -2.5766 -3.1851 0.5969
H -3.2656 -1.5174 0.7021
H -1.5688 -0.7760 2.0442
H -1.6085 -2.4997 2.4645
H -0.3119 0.8146 -1.8705
H 0.5597 -0.4855 -1.2324
H 1.5305 0.8282 -2.0019
P -0.0777 -5.2622 -4.7564
P 1.8766 -6.5347 -1.8454
N -1.7862 -5.3350 -5.1385
N 0.4177 -5.3964 -6.4567
N 0.6673 -7.5893 -1.0701
N 3.4468 -7.2395 -1.3762
C 0.2528 -6.9108 -4.0924
C 1.7098 -7.1043 -3.6287
C -2.7082 -4.2744 -5.2186
C -3.9358 -4.7943 -5.6115
C -3.7808 -6.2090 -5.7702
C -2.4641 -6.5244 -5.4699
C 1.1410 -4.4713 -7.2257
C 1.4538 -5.0494 -8.4528
C 0.9031 -6.3818 -8.4486
C 0.2603 -6.5603 -7.2312
C -0.5300 -7.2147 -0.4367
C -1.1942 -8.3872 -0.1301
C -0.4536 -9.4828 -0.6780
C 0.6565 -8.9622 -1.3073
C 3.6626 -8.4956 -0.8098
C 4.9122 -8.9336 -1.2237
C 5.5014 -7.8955 -2.0324
C 4.5916 -6.8586 -2.1087
H 0.1067 -7.6606 -4.8825
H -0.4835 -7.0884 -3.2719
H 1.9983 -8.1658 -3.6491
H 2.4256 -6.5490 -4.2740
H -2.4052 -3.2530 -4.9926
H -4.8388 -4.2341 -5.8107
H -4.5244 -6.9142 -6.1109
H -1.9539 -7.4845 -5.4426
H 1.3572 -3.4880 -6.8305
H 2.0118 -4.6024 -9.2685
H 0.9843 -7.1245 -9.2337
H -0.2755 -7.4108 -6.8296
H -0.7720 -6.1710 -0.2474
H -2.0945 -8.4507 0.4375
H -0.6678 -10.5285 -0.6063
H 1.4600 -9.3959 -1.8870
H 2.9051 -8.9010 -0.1457
H 5.3402 -9.8914 -1.0097
H 6.4626 -7.9064 -2.5216
H 4.6361 -5.8775 -2.5738
C 1.2026 1.0696 3.0415
C 0.2231 1.8575 2.1594
C -1.0151 2.2145 2.9627
O -0.1993 0.9976 1.0636
B 0.6653 1.3290 0.0228
O 1.5119 2.4068 0.2378
C 0.9582 3.0739 1.4012
C -0.0505 4.1403 0.9404
C 2.0994 3.7754 2.1389
H 2.1175 0.8040 2.4761
H 0.7125 0.1419 3.3775
H 1.4869 1.6418 3.9430
H -1.4604 1.2952 3.3771
H -0.7682 2.8858 3.8064
H -1.7657 2.6838 2.3081
H -0.4368 4.7896 1.7486
H 0.4219 4.7699 0.1758
H -0.9081 3.6758 0.4370
H 2.8819 3.0687 2.4464
H 2.5921 4.5095 1.4780
H 1.7289 4.2936 3.0413
*
```


Entry from the OMol25 dataset: a 8-piece molecular cluster, C44H112F6N8O18S2 overall (the ωB97M-V functional and the def2-TZVPD basis).

Output
- gap between HOMO and LUMO (spin up / spin down) (eV) = 6.38 / 1.17
- expectation value of S² = 0.7640

```
! wB97M-V def2-TZVPD RIJCOSX def2/J DEFGRID3
* xyz 7 2
C -2.1366 -6.4187 -2.8526
O -3.4095 -5.9791 -3.2312
C -3.6107 -4.6589 -2.6569
C -4.9448 -4.0456 -3.1011
N -6.0707 -4.6633 -2.2037
H -5.7209 -4.7180 -1.2577
H -6.8682 -4.0440 -2.1828
C -6.5831 -5.9969 -2.7257
C -7.8175 -6.3819 -1.8422
O -8.7879 -5.4122 -1.9280
C -10.0320 -5.9280 -1.4711
H -1.4924 -6.1281 -3.6825
H -2.0748 -7.5031 -2.9434
H -1.7764 -6.1959 -1.8483
H -2.7829 -4.1156 -3.1124
H -3.3003 -4.6399 -1.6122
H -5.0930 -4.1040 -4.1794
H -4.8926 -2.9831 -2.8634
H -5.8817 -6.8288 -2.7901
H -6.9811 -5.6645 -3.6845
H -7.6518 -6.5936 -0.7859
H -8.3320 -7.2507 -2.2529
H -10.5372 -6.6003 -2.1645
H -10.7645 -5.1214 -1.4392
H -9.9307 -6.2360 -0.4305
C -4.8727 -1.6336 0.4692
O -4.0623 -1.9675 1.6099
C -4.7652 -2.9443 2.4141
C -3.8606 -3.3491 3.5968
N -2.4215 -3.6031 3.0330
H -2.4468 -4.2991 2.3015
H -2.2644 -2.7761 2.4748
C -1.2190 -3.7925 4.0447
C -1.1449 -2.5978 4.9642
O -1.1880 -1.3990 4.3611
C -0.9699 -0.2617 5.1398
H -5.7780 -1.0868 0.7329
H -5.1588 -2.4756 -0.1611
H -4.3285 -0.9150 -0.1437
H -4.9593 -3.7742 1.7346
H -5.6921 -2.5585 2.8383
H -4.1837 -4.2699 4.0823
H -3.8496 -2.6631 4.4438
H -0.4079 -3.9213 3.3281
H -1.3252 -4.7678 4.5196
H -0.1924 -2.6682 5.4894
H -1.8978 -2.6436 5.7511
H 0.1011 -0.1208 5.2854
H -1.5572 -0.2384 6.0578
H -1.1962 0.5846 4.4913
C -0.5765 4.9399 -0.9680
O -0.1057 5.6814 0.0830
C 1.2061 6.1445 -0.1194
C 1.7374 6.9528 1.1058
N 2.0194 6.1197 2.3160
H 2.6513 5.3652 2.0892
H 2.5438 6.7428 2.9134
C 0.7841 5.4773 3.0104
C 1.2851 4.7420 4.3595
O 1.9491 3.5032 4.0775
C 2.3949 2.8676 5.2892
H -1.6170 4.6584 -0.8061
H 0.0374 4.0462 -1.0796
H -0.5656 5.4390 -1.9370
H 1.3272 6.7218 -1.0360
H 1.8508 5.2874 -0.3140
H 1.0717 7.8090 1.2147
H 2.7615 7.2862 0.9381
H 0.3092 4.7418 2.3612
H -0.0146 6.2001 3.1770
H 0.4065 4.5584 4.9781
H 1.9572 5.3302 4.9842
H 2.7389 1.8367 5.2064
H 1.6286 2.8789 6.0642
H 3.2735 3.4419 5.5832
C 2.4520 -4.4011 -5.4096
O 3.3478 -5.4890 -5.5861
C 4.3683 -5.5729 -4.5762
C 5.3697 -6.5303 -5.1596
N 4.7568 -7.9383 -5.3821
H 4.8131 -8.3380 -4.4563
H 3.8317 -7.8061 -5.7653
C 5.7239 -8.8258 -6.1421
C 5.3876 -10.2988 -6.1777
O 4.7720 -10.7499 -4.9686
C 5.7525 -11.1757 -4.0050
H 3.0115 -3.6328 -5.9432
H 2.2651 -4.0503 -4.3946
H 1.5180 -4.6371 -5.9194
H 3.9604 -5.8218 -3.5965
H 4.8530 -4.6383 -4.2936
H 6.1651 -6.7365 -4.4434
H 5.6598 -6.3043 -6.1857
H 6.6629 -8.5595 -5.6569
H 5.7878 -8.4867 -7.1760
H 6.2027 -10.9023 -6.5772
H 4.6097 -10.4128 -6.9327
H 6.2199 -10.2483 -3.6742
H 6.3771 -12.0376 -4.2395
H 5.1759 -11.5862 -3.1761
C -4.6572 2.4787 -0.4024
O -5.1168 2.0905 0.8791
C -5.6351 3.0513 1.7634
C -6.9206 3.7775 1.2957
N -8.1930 2.8808 1.1586
H -8.8449 3.5340 0.7481
H -8.0474 2.1877 0.4385
C -8.6839 2.2933 2.5036
C -8.9743 3.3829 3.5403
O -7.8555 3.9033 4.2140
C -8.1935 4.8404 5.2006
H -3.9889 1.7260 -0.8206
H -4.1025 3.3953 -0.2017
H -5.3776 2.7166 -1.1851
H -4.8850 3.8236 1.9338
H -5.8251 2.6449 2.7568
H -6.7331 4.2834 0.3486
H -7.2051 4.5134 2.0476
H -7.8333 1.6883 2.8175
H -9.5746 1.7572 2.1760
H -9.5631 2.8933 4.3161
H -9.6242 4.1833 3.1866
H -7.3391 5.3612 5.6328
H -8.6452 4.2520 5.9992
H -9.0038 5.5185 4.9326
C 3.5883 0.1135 2.7823
O 3.7406 0.3133 1.3505
C 3.7309 -0.8494 0.5700
C 3.7098 -0.5525 -0.9211
N 2.5270 0.4307 -1.2975
H 1.6454 0.0315 -1.0086
H 2.7448 1.3187 -0.8684
C 2.2940 0.8020 -2.7747
C 3.1621 1.9555 -3.2326
O 2.6153 3.0900 -2.5457
C 3.3152 4.2825 -2.7058
H 3.3170 1.0676 3.2341
H 4.5377 -0.2309 3.1923
H 2.8139 -0.5983 3.0680
H 2.7959 -1.3878 0.7254
H 4.4899 -1.5762 0.8592
H 3.5654 -1.4898 -1.4584
H 4.6050 -0.1185 -1.3665
H 1.2427 1.0899 -2.7776
H 2.4503 -0.1492 -3.2835
H 3.2285 2.1756 -4.2981
H 4.2138 1.8003 -2.9916
H 3.5896 4.4536 -3.7467
H 4.2292 4.3254 -2.1135
H 2.6230 5.0349 -2.3279
C 10.0530 8.4253 -0.0373
O 8.7765 7.7963 0.1659
C 7.7954 8.8595 0.6768
C 7.0510 8.1092 1.8201
N 6.1428 7.0077 1.2934
H 5.5703 6.7714 2.0912
H 5.5830 7.5209 0.6276
C 6.7733 5.7167 0.7122
C 5.6603 4.7510 0.3190
O 4.7005 4.6114 1.3901
C 4.3894 3.3227 1.8184
H 10.3230 8.7262 0.9750
H 10.1069 9.2493 -0.7487
H 10.7619 7.6448 -0.3139
H 7.1648 9.1722 -0.1555
H 8.2970 9.7265 1.1068
H 6.3328 8.7887 2.2791
H 7.7535 7.7224 2.5582
H 7.4076 5.3038 1.4965
H 7.4071 5.9645 -0.1393
H 6.1384 3.7939 0.1103
H 5.1877 5.1996 -0.5548
H 5.2820 2.7141 1.9633
H 3.7256 2.8120 1.1207
H 3.8267 3.3075 2.7518
C 0.1818 1.7774 1.5672
F -0.6019 2.5125 2.3455
F 1.1608 2.4260 1.0317
F 0.6820 0.6814 2.2472
S -0.8893 0.9282 0.1455
O -2.2650 0.6039 0.6379
O -0.9056 1.8588 -0.9747
N 0.1613 -0.4188 -0.3177
S -0.8658 -1.5390 -0.6431
O -1.4970 -2.1575 0.5218
O -1.8464 -1.1837 -1.6489
C 0.2160 -2.8252 -1.5649
F -0.6021 -3.8403 -1.9703
F 0.7613 -2.3089 -2.6350
F 1.1632 -3.2806 -0.6826
*
```


Entry from the OMol25 dataset: a 12-piece molecular cluster, C18H62N2O12 overall (the ωB97M-V functional and the def2-TZVPD basis).

Output
- energy relative to the best compared isomer or geometry (same formula, charge and spin) (eV) = 3.0358
- gap between HOMO and LUMO (eV) = 9.70
- SMILES string = COC[C@H](C)N.COC[C@H](C)N.CCO.CCO.CCO.CCO.CCO.O.O.O.O.O

```
! wB97M-V def2-TZVPD RIJCOSX def2/J DEFGRID3
* xyz 0 1
C 1.2212 -1.6212 4.5561
C 1.9413 -3.0395 4.6044
O 1.0432 -4.0598 4.8350
H 0.4001 -1.5461 3.8432
H 1.9076 -0.7805 4.4552
H 0.6544 -1.4659 5.4741
H 2.6390 -2.9096 5.4316
H 2.4477 -3.2426 3.6607
H 1.4615 -4.9129 4.6971
C -1.2082 3.5546 7.2825
C -2.5538 2.9844 7.5893
O -3.5051 3.7559 6.9130
H -0.4316 3.2268 7.9736
H -1.3105 4.6304 7.4247
H -0.9104 3.3936 6.2464
H -2.8011 3.0065 8.6506
H -2.6002 1.9100 7.4112
H -4.3440 3.5630 7.3380
C -6.6234 -0.1193 -5.3022
C -5.4385 0.8014 -5.6515
O -5.9219 1.5170 -6.8105
H -6.3570 -0.6929 -4.4144
H -6.8242 -0.7954 -6.1333
H -7.5149 0.5019 -5.2167
H -4.5632 0.1811 -5.8443
H -5.1299 1.4161 -4.8059
H -6.0266 0.8744 -7.5160
C -4.7991 -4.5527 0.6978
C -4.0207 -3.7526 1.7617
O -3.4195 -4.7220 2.6937
H -5.3886 -3.8426 0.1178
H -5.4589 -5.2754 1.1777
H -4.2187 -5.1023 -0.0433
H -4.6663 -3.0946 2.3433
H -3.3994 -2.9892 1.2933
H -2.5597 -4.4519 3.0243
C -0.1930 9.8565 -2.4707
C 0.8975 8.8698 -2.1738
O 1.0616 8.4940 -0.8078
H -0.1903 10.7790 -1.8901
H -1.1116 9.3297 -2.2123
H -0.2139 10.1381 -3.5235
H 1.8878 9.2797 -2.3727
H 0.8627 7.9512 -2.7594
H 1.8459 7.9804 -0.6012
C 7.9449 -10.3709 -1.6843
C 7.7132 -8.9759 -2.2352
C 6.8760 -8.1829 -1.2829
O 6.7321 -6.8864 -1.9270
C 6.4419 -5.8155 -0.9861
N 8.9808 -8.4309 -2.4723
H 8.4315 -10.9829 -2.4438
H 7.0600 -10.9638 -1.4529
H 8.6028 -10.4525 -0.8191
H 7.1679 -9.0947 -3.1714
H 7.4542 -8.0836 -0.3643
H 5.9240 -8.6321 -1.0000
H 5.4383 -5.8910 -0.5676
H 6.5289 -4.8921 -1.5587
H 7.1755 -5.7619 -0.1817
H 9.4053 -8.3569 -1.5589
H 8.6942 -7.4674 -2.5708
C -3.0426 2.2998 0.6485
C -1.6920 2.9528 0.2608
C -1.0434 2.1148 -0.9029
O -0.8598 0.8061 -0.3550
C -0.3044 -0.1242 -1.1651
N -1.9323 4.3327 -0.1196
H -2.9175 1.4626 1.3353
H -3.6259 1.9602 -0.2074
H -3.5682 2.9975 1.3004
H -0.9961 2.9723 1.0995
H -0.1291 2.5285 -1.3284
H -1.7810 2.1262 -1.7053
H -0.5960 0.0146 -2.2062
H -0.6662 -1.1006 -0.8429
H 0.7814 -0.1026 -1.0724
H -1.0367 4.7401 -0.3477
H -2.4500 4.3733 -0.9858
O -3.3724 6.8032 -5.0039
H -4.0631 6.7482 -5.6642
H -2.8075 7.5145 -5.3060
O -0.3196 10.0328 3.2544
H 0.1077 9.6531 2.4866
H -0.9436 9.3642 3.5370
O -0.9808 -5.8142 -3.3442
H -0.9578 -6.2337 -2.4841
H -0.0650 -5.6157 -3.5390
O -2.9442 6.8776 4.1028
H -3.1100 6.1951 4.7532
H -2.8368 6.4027 3.2787
O 4.7849 -1.0109 -4.6891
H 4.6379 -0.2450 -5.2441
H 5.5912 -0.8114 -4.2134
*
```


Entry from the OMol25 dataset: C23H22HgNO2S4 as an isolated structure (the ωB97M-V functional and the def2-TZVPD basis).

Output
- energy relative to the best compared isomer or geometry (same formula, charge and spin) (eV) = 0.0000
- gap between HOMO and LUMO (spin up / spin down) (eV) = 7.53 / 6.33
- expectation value of S² = 0.7568

```
! wB97M-V def2-TZVPD RIJCOSX def2/J DEFGRID3
* xyz 0 2
Hg 0.7118 1.2957 -0.4733
O 2.9325 -0.4566 -0.5212
S 3.2248 -1.9221 -0.5404
C 2.3149 -2.6805 0.8437
C 1.0084 -1.9438 1.1422
C -0.1364 -2.9051 1.5064
C -0.9511 -3.3323 0.2894
S -2.0124 -2.0731 -0.4970
O -1.1157 -0.9996 -1.0324
C -2.7673 -1.4473 0.9954
C -2.3248 -0.2547 1.5372
C -2.7865 0.1335 2.7881
C -3.6903 -0.6664 3.4725
C -4.1787 -1.8300 2.8884
C -3.7196 -2.2253 1.6418
C 2.2040 -2.6225 -1.8409
C 1.5206 -1.7585 -2.6756
C 0.7939 -2.2744 -3.7420
C 0.7810 -3.6385 -3.9806
C 1.4778 -4.5011 -3.1399
C 2.1951 -3.9954 -2.0693
H 3.0019 -2.6721 1.6904
H 2.1457 -3.7171 0.5494
H 0.7108 -1.3720 0.2645
H 1.1731 -1.2231 1.9421
H -0.7904 -2.4430 2.2465
H 0.2662 -3.8098 1.9715
H -1.6427 -4.1427 0.5332
H -0.3076 -3.6609 -0.5331
H -1.6168 0.3576 0.9955
H -2.4137 1.0509 3.2248
H -4.0162 -0.3851 4.4654
H -4.9098 -2.4335 3.4103
H -4.0931 -3.1325 1.1802
H 1.5556 -0.6948 -2.4808
H 0.2432 -1.6032 -4.3872
H 0.2406 -4.0345 -4.8306
H 1.4652 -5.5675 -3.3239
H 2.7460 -4.6699 -1.4236
S 0.3844 2.1706 2.0810
C 0.5248 3.6951 1.2981
N 0.6661 3.8819 0.0142
C 0.7536 5.2231 -0.3215
C 0.9176 5.7276 -1.6093
C 0.9826 7.0964 -1.7853
C 0.8920 7.9675 -0.6960
C 0.7418 7.4780 0.5891
C 0.6702 6.1015 0.7642
S 0.4869 5.1801 2.2257
H 0.9965 5.0443 -2.4446
H 1.1117 7.5012 -2.7805
H 0.9430 9.0358 -0.8591
H 0.6884 8.1484 1.4368
*
```


Entry from the OMol25 dataset: a 2-piece molecular cluster, C2FO4S overall (the ωB97M-V functional and the def2-TZVPD basis).

Output
- energy relative to the best compared isomer or geometry (same formula, charge and spin) (eV) = 1.2133
- gap between HOMO and LUMO (eV) = 7.26

```
! wB97M-V def2-TZVPD RIJCOSX def2/J DEFGRID3
* xyz -1 1
C 1.8219 0.2624 0.3483
C -1.0660 0.6425 -0.4830
O 2.2248 0.4116 -0.7297
O 1.5872 0.3255 1.4654
O 0.3157 -1.6689 0.1712
O -1.6441 -0.3551 -1.1765
F -2.2354 1.3954 0.1398
S -1.0041 -1.0135 0.2646
*
```


Entry from the OMol25 dataset: a 2-piece molecular cluster, CHNS2 overall (the ωB97M-V functional and the def2-TZVPD basis).

Output
- energy relative to the best compared isomer or geometry (same formula, charge and spin) (eV) = 2.6822
- gap between HOMO and LUMO (spin up / spin down) (eV) = 6.00 / 5.98

```
! wB97M-V def2-TZVPD RIJCOSX def2/J DEFGRID3
* xyz 0 1
C -0.7732 1.1936 0.0810
N -1.1925 1.9472 -0.7185
S 1.4975 -1.8052 0.2036
S -0.5175 0.2869 1.3619
H 0.9858 -1.6225 -0.9279
*
```


| no. | DFT total energy (hartree) |
| --- | --- |
| 1 | -1475.90386 |
| 2 | -2408.98117 |
| 3 | -4928.31046 |
| 4 | -1735.18857 |
| 5 | -2841.00431 |
| 6 | -875.22301 |
| 7 | -889.70251 |